1.
{"formula": "C26H52BCl2INO3", "method": "ωB97M-V/def2-TZVPD", "symbols": ["C", "C", "C", "C", "C", "C", "C", "C", "C", "C", "C", "C", "C", "C", "C", "C", "C", "C", "C", "C", "Cl", "C", "C", "Cl", "C", "O", "B", "I", "O", "H", "H", "H", "H", "H", "H", "H", "H", "H", "H", "H", "H", "H", "H", "H", "H", "H", "H", "H", "H", "H", "H", "H", "H", "H", "H", "H", "H", "H", "H", "H", "H", "H", "H", "H", "H", "H", "H", "H", "H", "H", "H", "H", "H", "H", "C", "C", "O", "N", "C", "H", "H", "H", "H", "H", "H", "H"], "xyz": [[5.775425, -2.006547, 0.724768], [4.963839, -0.926664, 1.538647], [3.494694, -1.340640, 1.904133], [2.671871, -1.925422, 0.700343], [2.628851, -0.961564, -0.532069], [1.695070, 0.284709, -0.217681], [2.456151, 1.611084, -0.572772], [1.523348, 2.866460, -0.735545], [0.424443, 2.999954, 0.375223], [-0.960907, 2.352037, -0.015912], [-1.590992, 2.935077, -1.318449], [-2.845367, 2.094276, -1.809918], [-2.332157, 0.695919, -2.282850], [-3.401576, -0.456180, -2.274454], [-4.356501, -0.456189, -1.030652], [-4.607904, -1.877149, -0.416188], [-5.453298, -1.652273, 0.910919], [-4.832585, -2.358559, 2.155261], [-3.411770, -1.810569, 2.560494], [-3.226820, -1.763368, 4.120903], [-3.812113, -3.344156, 4.881804], [-4.015906, -0.632793, 4.867004], [-3.182924, -0.274639, 6.169583], [-4.183783, 0.914661, 3.933359], [-2.440520, -3.059225, 2.140229], [-1.338635, -2.519163, 1.375204], [-1.418119, -1.065384, 1.387430], [-0.231654, 0.063255, 2.893254], [-2.821940, -0.818411, 1.771219], [6.587647, -2.419794, 1.368995], [5.155555, -2.852047, 0.360614], [6.217947, -1.514601, -0.168768], [5.513177, -0.775975, 2.501174], [4.975486, 0.041659, 0.993089], [2.970765, -0.416484, 2.242672], [3.471697, -2.081263, 2.736005], [1.646146, -2.127704, 1.097762], [3.066410, -2.910120, 0.347289], [3.662940, -0.603024, -0.760597], [2.198473, -1.483203, -1.416723], [0.793936, 0.208207, -0.865999], [1.451503, 0.291337, 0.864346], [3.279664, 1.787572, 0.158293], [2.953996, 1.459702, -1.565428], [2.182277, 3.771130, -0.662089], [1.136187, 2.855528, -1.777749], [0.802083, 2.441992, 1.266656], [0.202448, 4.067632, 0.626459], [-1.696754, 2.545387, 0.805180], [-0.801384, 1.254319, -0.026594], [-2.008210, 3.940623, -1.044688], [-0.893139, 3.050213, -2.174682], [-3.539268, 2.070018, -0.943351], [-3.367374, 2.669284, -2.614314], [-1.435463, 0.325552, -1.746967], [-2.018634, 0.826251, -3.353557], [-4.019851, -0.420980, -3.199506], [-2.831791, -1.420062, -2.325788], [-5.347776, -0.071493, -1.386379], [-3.954810, 0.166632, -0.197170], [-5.103439, -2.591141, -1.109190], [-3.610851, -2.315945, -0.162858], [-6.453036, -2.125484, 0.728289], [-5.653842, -0.567845, 1.062526], [-4.864339, -3.461262, 2.020059], [-5.520937, -2.150810, 3.018629], [-2.148676, -1.709981, 4.383023], [-5.032155, -0.943909, 5.183391], [-3.480547, 0.739595, 6.527771], [-3.289856, -1.055070, 6.949430], [-2.124743, -0.154393, 5.829228], [-2.870462, -3.776584, 1.397859], [-1.900182, -3.585546, 2.959152], [-1.290475, -0.706436, 0.253683], [3.831892, 1.102031, -5.385365], [4.721844, 1.403202, -4.207694], [4.457621, 1.016752, -3.081961], [5.850195, 2.131805, -4.432571], [6.334140, 2.677175, -5.684390], [2.979385, 0.517932, -5.046768], [3.463140, 2.029213, -5.827841], [4.376137, 0.520661, -6.132003], [6.392861, 2.292525, -3.598488], [7.324728, 2.264329, -5.887510], [6.417817, 3.761607, -5.585722], [5.671671, 2.442749, -6.512151]], "atomic_forces_ev_per_a": [[0.023, 0.420, 0.152], [0.074, -0.705, 0.415], [0.014, 0.143, -0.863], [0.038, -0.007, -0.047], [-0.703, 0.344, 0.894], [1.447, 0.212, -0.672], [-0.486, -0.146, -0.798], [0.775, 0.208, 0.627], [-0.675, -0.354, -0.572], [0.460, 0.230, 0.135], [-1.201, 0.015, 0.239], [1.359, 0.338, 0.614], [-0.962, -0.153, -1.038], [0.245, -0.103, 0.194], [-0.030, -0.829, -0.609], [0.435, 0.935, 0.757], [-0.118, -1.191, -0.757], [-1.277, 1.980, 0.531], [1.999, -4.284, -1.135], [-0.690, 1.229, -0.294], [0.224, 0.616, -0.206], [1.020, -0.043, 1.664], [-0.079, 0.664, -1.018], [-0.075, -0.635, 0.049], [2.026, -0.025, -0.968], [-0.119, 0.683, 0.830], [-2.233, -1.974, -1.187], [0.783, 0.395, 1.159], [-1.618, 0.799, 1.125], [-0.500, 0.214, -0.639], [0.311, 0.575, 0.303], [-0.077, -0.485, 0.533], [-0.433, 0.166, -0.692], [-0.112, -0.628, 0.343], [0.264, -0.718, 0.011], [0.111, 0.529, -0.469], [0.603, 0.191, -0.512], [-0.129, 0.606, 0.498], [-0.786, -0.379, -0.058], [0.555, 0.219, 0.513], [0.410, 0.049, 0.741], [-0.216, -0.063, -0.978], [-0.616, -0.046, -0.259], [-0.322, 0.122, 0.958], [-0.460, -0.600, -0.202], [-0.086, 0.040, 0.733], [-0.379, 0.769, -0.428], [0.521, -0.704, -0.088], [0.599, -0.229, -0.484], [-0.372, 0.735, -0.255], [0.629, -0.504, -0.387], [-0.229, -0.064, 0.623], [0.332, -0.345, -0.547], [0.383, -0.628, 0.390], [-0.630, 0.561, 0.013], [-0.038, -0.113, 0.800], [0.362, 0.067, 0.477], [-0.494, 0.652, 0.125], [0.708, 0.041, 0.594], [-0.323, -0.441, -0.711], [0.141, 0.569, 0.278], [-0.740, 0.365, -0.187], [0.583, 0.406, 0.306], [0.430, -0.728, 0.113], [0.333, 0.794, 0.057], [0.362, -0.199, -0.675], [-0.792, 0.040, -0.326], [0.590, 0.136, -0.619], [-0.026, -0.952, 0.031], [0.128, 0.466, -0.477], [-0.692, -0.266, 0.483], [-0.294, 0.307, 1.098], [-1.104, 0.060, -0.094], [0.698, 0.697, -0.007], [-0.093, -0.039, -0.060], [-0.056, -0.122, 0.458], [0.154, -0.040, -0.310], [-0.189, -0.086, -0.209], [0.249, 0.055, 0.508], [0.099, 0.045, 0.110], [0.057, -0.063, -0.131], [-0.046, 0.118, -0.098], [-0.009, 0.010, -0.018], [-0.019, 0.087, -0.238], [0.023, 0.015, -0.253], [-0.024, -0.030, 0.090]], "mulliken_charge": [-1.032, -0.422, -0.408, -0.409, -0.775, 2.434, -0.214, -0.689, -0.985, 1.073, -0.658, -0.674, 0.373, -1.135, -0.120, -0.481, -1.180, -0.982, 1.098, -1.105, -0.190, 0.332, -1.250, -0.198, -1.019, -0.598, 2.505, -0.498, -0.941, 0.342, 0.264, 0.209, 0.498, 0.052, 0.065, 0.443, -0.162, 0.428, 0.168, 0.414, -0.608, -1.208, 0.254, -0.274, 0.374, 0.299, 0.052, 0.495, 0.445, -1.256, 0.308, 0.230, 0.303, 0.369, -0.671, 0.458, 0.419, 0.381, 0.418, -0.125, 0.572, 0.045, 0.464, 0.354, 0.398, 0.384, 0.353, 0.380, 0.387, 0.302, 0.280, 0.212, 0.404, -0.675, -1.292, 0.709, -0.622, -0.172, -0.884, 0.275, 0.364, 0.373, 0.242, 0.284, 0.283, 0.342], "gap_ev": 7.164, "energy_ev": -69263.485, "charge": -1, "e_homo_ev": -5.060}

=====

2.
{"formula": "C15H17ClF3N3O4", "method": "ωB97M-V/def2-TZVPD", "symbols": ["O", "C", "N", "H", "C", "H", "C", "N", "C", "C", "O", "C", "C", "H", "H", "H", "H", "H", "H", "H", "H", "H", "H", "H", "N", "C", "O", "C", "C", "C", "C", "C", "C", "O", "H", "H", "Cl", "H", "C", "F", "F", "F", "H"], "xyz": [[-2.162766, -1.364981, 0.889377], [-1.918633, -1.267992, -0.286172], [-2.588477, -0.462665, -1.142981], [-2.306211, -0.395565, -2.107341], [-3.478440, 0.556581, -0.634950], [-4.424240, 0.522591, -1.183571], [-2.890868, 1.981761, -0.751611], [-1.640532, 2.262428, -0.087454], [-1.585199, 1.950460, 1.331622], [-0.360417, 2.649856, 1.926753], [0.830703, 2.269200, 1.272785], [0.749386, 2.546639, -0.103357], [-0.429795, 1.805065, -0.739248], [-0.479258, 2.038200, -1.805766], [-0.255863, 0.725107, -0.607347], [1.695704, 2.223451, -0.542681], [0.619354, 3.628003, -0.260659], [-0.233312, 2.375085, 2.974568], [-0.489881, 3.739803, 1.843131], [-2.488134, 2.331727, 1.811772], [-1.505791, 0.869095, 1.520857], [-2.757192, 2.229358, -1.809384], [-3.638278, 2.667324, -0.338443], [-3.664802, 0.306799, 0.410615], [-0.890527, -2.010003, -0.887778], [0.187692, -2.464849, -0.057127], [0.710043, -1.416444, 0.731317], [1.993604, -1.208148, 0.302667], [2.878234, -0.234056, 0.695518], [4.127402, -0.269521, 0.076105], [4.461550, -1.224184, -0.873036], [3.544014, -2.193981, -1.266750], [2.310442, -2.159790, -0.664832], [1.205563, -2.964278, -0.877003], [3.787957, -2.936222, -2.006836], [5.443964, -1.210077, -1.316192], [5.289024, 0.926015, 0.507159], [2.603869, 0.515185, 1.419171], [-0.311995, -3.604672, 0.901824], [-0.551685, -3.183322, 2.132849], [0.634999, -4.551482, 1.001071], [-1.405033, -4.205886, 0.436660], [-0.616175, -1.791627, -1.835305]], "atomic_forces_ev_per_a": [[-0.056, -0.030, 0.559], [0.480, -0.361, -0.720], [-0.272, 0.182, -0.317], [0.089, -0.060, 0.101], [0.043, 0.370, 0.039], [-0.014, 0.023, 0.121], [-0.196, -0.233, 0.079], [0.022, -0.107, -0.024], [0.334, 0.159, 0.099], [-0.398, 0.009, 0.202], [0.097, -0.167, 0.118], [-0.050, -0.097, -0.502], [0.362, 0.225, 0.177], [0.022, -0.021, -0.011], [0.032, 0.067, -0.084], [-0.042, 0.042, -0.017], [0.036, -0.085, -0.020], [-0.051, 0.057, -0.024], [-0.004, -0.091, 0.042], [-0.023, -0.016, 0.081], [-0.079, 0.072, 0.015], [-0.078, 0.047, 0.007], [-0.075, -0.008, -0.129], [-0.084, 0.019, -0.120], [0.077, 0.125, -0.076], [-0.871, -0.047, 0.113], [0.372, 0.140, 0.243], [0.187, -0.427, -0.519], [-0.214, -0.170, -0.039], [-0.176, -0.344, -0.180], [0.069, 0.204, 0.125], [-0.456, -0.162, 0.088], [-0.077, 0.513, 0.405], [0.255, 0.079, -0.263], [0.057, -0.100, -0.117], [0.094, 0.033, -0.019], [0.265, 0.270, 0.101], [0.003, 0.118, 0.086], [0.134, -0.522, 0.396], [-0.011, 0.207, 0.087], [0.238, 0.002, -0.072], [-0.104, 0.070, -0.159], [0.062, 0.013, 0.129]], "mulliken_charge": [-0.636, 0.339, -0.104, 0.229, -0.676, 0.407, -1.014, 0.083, -0.269, -0.799, -0.329, -0.981, 0.181, 0.527, -0.281, 0.425, 0.413, 0.372, 0.365, 0.447, 0.060, 0.429, 0.365, 0.364, -0.323, 0.775, -0.307, 0.842, -1.064, 0.327, -0.550, -1.045, 0.384, -0.563, 0.485, 0.442, -0.223, 0.584, 0.743, -0.234, -0.294, -0.291, 0.394], "gap_ev": 8.953, "energy_ev": -49166.479, "charge": 0, "smiles": "O=C(NCCN1CCOCC1)N[C@@]1(C(F)(F)F)Oc2ccc(Cl)cc2O1", "e_homo_ev": -8.533}